No. 1
Molecular formula: C6H15N
Method: DFT, ωB97M-V/def2-TZVPD

Relative energy (zero: lowest compared OMol25 entry of this formula, charge and spin)   44.6 kcal per mole
HOMO-LUMO gap   0.3679 Ha
Structure (SMILES)   CCN[C@H](C)CC
E_HOMO   -8.9351 eV

Geometry as ORCA input:
```
! RIJCOSX wB97M-V def2-TZVPD def2/J DEFGRID3
* xyz 0 1
C 0.61 -3.14 0.02
C 0.39 -1.63 0.23
N 0.55 -0.70 -0.94
C 0.32 0.75 -0.67
C 1.14 1.42 0.46
C -1.23 0.83 -0.43
C -1.66 2.21 0.10
H -0.15 -3.54 -0.66
H 1.66 -3.28 -0.23
H 0.45 -3.58 1.04
H -0.68 -1.73 0.45
H 0.71 -1.04 1.10
H 1.57 -0.70 -1.04
H 0.66 1.26 -1.57
H 0.88 1.24 1.50
H 0.76 2.46 0.44
H 2.22 1.42 0.38
H -1.40 0.02 0.28
H -1.63 0.28 -1.29
H -2.75 2.29 0.23
H -1.18 2.99 -0.52
H -1.25 2.17 1.12
*
```

No. 2
Molecular formula: CH3INO
Method: DFT, ωB97M-V/def2-TZVPD

Relative energy (zero: lowest compared OMol25 entry of this formula, charge and spin)   137.0 kcal per mole
HOMO-LUMO gap (alpha / beta)   0.2480 / 0.2385 Ha
E_HOMO (alpha / beta)   -3.4142 / -3.1699 eV

Geometry as ORCA input:
```
! RIJCOSX wB97M-V def2-TZVPD def2/J DEFGRID3
* xyz -1 1
C -0.59 -0.39 -0.03
N 0.55 0.22 -0.61
O 0.46 2.20 0.19
I 2.33 -0.37 0.16
H -0.60 -0.44 1.07
H -1.46 0.19 -0.35
H -0.69 -1.42 -0.42
*
```

No. 3
Molecular formula: C39H36F13N6O5Re
Method: DFT, ωB97M-V/def2-TZVPD

HOMO-LUMO gap   0.1756 Ha
E_HOMO   -17.5835 eV

Geometry as ORCA input:
```
! RIJCOSX wB97M-V def2-TZVPD def2/J DEFGRID3
* xyz 4 1
Re 0.17 -0.19 0.10
C 2.35 2.28 6.44
C 1.75 2.10 5.10
C 1.71 3.15 4.17
C 1.16 2.95 2.93
C 0.62 1.68 2.55
N 0.04 1.58 1.32
C -0.61 2.71 0.91
C -1.32 3.47 1.89
C -1.94 4.66 1.58
C -1.88 5.15 0.28
C -2.49 6.45 -0.10
C -1.23 4.38 -0.72
C -0.64 3.17 -0.45
C 0.11 2.42 -1.52
O 0.13 1.05 -1.22
C -0.58 2.47 -2.93
F -0.02 1.58 -3.73
F -0.48 3.68 -3.47
F -1.87 2.17 -2.77
C 1.59 2.89 -1.57
F 2.31 2.16 -2.41
F 2.13 2.75 -0.34
F 1.66 4.17 -1.91
C 0.75 0.58 3.46
C 1.25 0.83 4.70
C 0.17 -0.78 3.12
O 0.12 -0.96 1.74
C -1.30 -0.88 3.62
F -1.90 -1.96 3.15
F -1.97 0.20 3.14
F -1.36 -0.86 4.94
C 1.07 -1.97 3.61
F 1.11 -2.06 4.93
F 2.30 -1.77 3.15
F 0.60 -3.10 3.11
H 2.26 3.31 6.79
H 1.92 1.60 7.17
H 3.42 2.05 6.38
H 2.15 4.11 4.43
H 1.25 3.72 2.18
H -1.46 3.03 2.87
H -2.49 5.20 2.34
H -3.02 6.91 0.73
H -1.71 7.14 -0.43
H -3.17 6.32 -0.94
H -1.19 4.78 -1.72
H 1.28 0.04 5.44
C -5.54 -4.18 -3.32
C -4.85 -4.58 -2.03
N -4.08 -3.44 -1.44
C -2.79 -3.36 -1.69
C -1.96 -2.35 -1.22
C -0.55 -2.47 -1.65
O -0.20 -3.21 -2.52
O 0.40 -1.75 -0.98
C -2.52 -1.33 -0.45
O -1.84 -0.31 0.03
C -3.92 -1.39 -0.18
C -4.57 -0.41 0.59
C -5.91 -0.49 0.83
F -6.47 0.43 1.63
C -6.73 -1.54 0.32
C -6.08 -2.50 -0.43
C -4.70 -2.45 -0.68
N -8.09 -1.60 0.57
C -8.72 -2.87 0.93
C -10.08 -3.01 0.26
N -10.94 -1.84 0.65
C -10.27 -0.54 0.30
C -8.90 -0.46 0.96
H -6.06 -5.05 -3.73
H -4.81 -3.85 -4.07
H -6.26 -3.38 -3.18
H -4.12 -5.37 -2.20
H -5.53 -4.95 -1.27
H -2.36 -4.14 -2.31
H -4.01 0.40 1.03
H -6.67 -3.29 -0.88
H -8.85 -2.91 2.02
H -8.11 -3.72 0.65
H -10.59 -3.92 0.58
H -10.01 -2.99 -0.83
H -11.14 -1.87 1.65
H -11.85 -1.90 0.18
H -10.92 0.27 0.64
H -10.20 -0.51 -0.78
H -9.01 -0.40 2.05
H -8.45 0.47 0.62
C 4.99 -1.51 -1.34
N 4.51 -0.32 -0.59
C 5.47 0.79 -0.35
C 3.30 -0.23 -0.23
N 2.17 -0.19 0.10
H 5.23 -1.20 -2.36
H 4.21 -2.26 -1.35
H 5.87 -1.89 -0.84
H 5.75 1.23 -1.31
H 6.35 0.37 0.14
H 5.01 1.53 0.29
*
```

No. 4
Molecular formula: C13H19Br3F11N5OP
Method: DFT, ωB97M-V/def2-TZVPD

HOMO-LUMO gap   0.2785 Ha
E_HOMO   -11.7278 eV

Geometry as ORCA input:
```
! RIJCOSX wB97M-V def2-TZVPD def2/J DEFGRID3
* xyz 1 1
N -0.03 -3.71 -0.36
P -1.62 -3.79 -0.35
C -2.49 -2.90 1.06
C -3.77 -3.77 1.47
C -4.49 -3.27 2.79
Br -6.07 -2.10 2.37
N -3.59 -2.70 3.82
C -2.55 -1.95 3.18
N -2.40 -0.64 3.32
N -3.27 0.09 4.14
C -1.35 0.16 2.62
C -1.94 1.56 2.06
C -1.28 1.89 0.64
F -1.57 3.27 0.42
Br 0.68 1.74 0.61
C -2.00 1.12 -0.56
F -1.59 -0.21 -0.68
F -3.39 1.26 -0.54
Br -1.42 2.03 -2.25
N -1.70 -2.73 2.31
H 0.26 -3.17 0.47
H -2.08 -3.14 -1.56
H -2.10 -5.14 -0.34
H -2.91 -1.90 0.69
H -3.38 -4.82 1.68
H -4.48 -3.90 0.59
H -4.96 -4.20 3.26
H -4.08 -2.16 4.53
H -4.03 0.50 3.58
H -2.74 0.84 4.61
H -0.51 0.44 3.34
H -0.93 -0.36 1.71
H -3.04 1.43 1.87
H -1.68 2.41 2.74
H -0.77 -2.35 2.18
C 4.29 1.32 -4.18
C 5.04 2.59 -4.64
C 6.42 2.84 -4.03
F 6.40 2.97 -2.70
F 6.95 3.99 -4.52
F 4.23 3.66 -4.47
F 5.22 2.47 -5.99
O 3.30 1.46 -3.14
C 3.72 1.45 -1.80
C 3.48 2.80 -1.10
F 4.09 3.81 -1.74
F 3.97 2.77 0.16
F 5.00 1.04 -1.73
F 2.98 0.50 -1.18
H 3.71 0.99 -5.04
H 4.97 0.49 -3.98
H 7.12 2.03 -4.29
H 2.41 3.02 -1.05
*
```

No. 5
Molecular formula: C51H130O14
Method: DFT, ωB97M-V/def2-TZVPD

HOMO-LUMO gap   0.3644 Ha
E_HOMO   -9.4429 eV

Geometry as ORCA input:
```
! RIJCOSX wB97M-V def2-TZVPD def2/J DEFGRID3
* xyz 0 1
C 0.17 -1.78 -1.29
C 0.13 -0.26 -0.99
O -0.83 -0.01 0.03
C -1.06 1.39 0.28
C -1.89 1.61 1.52
H 0.35 -2.39 -0.40
H -0.78 -2.06 -1.74
H 1.03 -1.87 -1.95
H 1.06 0.20 -0.64
H -0.22 0.30 -1.86
H -0.16 1.96 0.51
H -1.56 1.81 -0.59
H -1.43 1.03 2.33
H -2.88 1.14 1.51
H -1.96 2.67 1.76
C -1.01 0.58 -5.22
C -2.10 1.19 -4.35
O -2.29 2.48 -4.85
C -3.23 3.13 -4.03
C -3.29 4.55 -4.50
H -1.27 0.67 -6.28
H -0.13 1.17 -4.95
H -0.89 -0.49 -5.05
H -2.97 0.54 -4.44
H -1.86 1.16 -3.29
H -4.22 2.69 -4.13
H -2.89 3.11 -2.99
H -3.75 4.66 -5.48
H -2.30 5.01 -4.50
H -3.79 5.16 -3.75
C 0.22 -1.06 3.80
C 0.10 -2.01 2.60
O -0.23 -3.29 3.14
C -0.44 -4.28 2.10
C -0.63 -5.55 2.81
H -0.67 -1.08 4.43
H 1.00 -1.40 4.48
H 0.39 -0.02 3.51
H -0.74 -1.69 1.99
H 0.98 -2.00 1.96
H -1.34 -3.94 1.59
H 0.36 -4.27 1.36
H 0.20 -5.82 3.47
H -0.84 -6.32 2.06
H -1.55 -5.56 3.40
C -0.99 -4.27 -4.76
C 0.53 -3.89 -4.54
O 0.82 -2.54 -4.95
C 2.23 -2.30 -5.04
C 2.57 -0.82 -5.43
H -1.54 -3.65 -4.06
H -1.30 -3.98 -5.77
H -1.12 -5.34 -4.61
H 0.79 -4.08 -3.50
H 1.16 -4.57 -5.11
H 2.67 -2.55 -4.08
H 2.56 -3.04 -5.78
H 2.11 -0.52 -6.37
H 3.64 -0.68 -5.53
H 2.07 -0.13 -4.76
C 3.80 0.38 -2.33
C 4.91 0.99 -1.40
O 5.62 -0.09 -0.80
C 6.79 0.37 -0.10
C 7.54 -0.94 0.36
H 4.15 -0.41 -2.99
H 2.97 -0.06 -1.79
H 3.36 1.05 -3.08
H 5.63 1.58 -1.97
H 4.50 1.66 -0.64
H 7.42 0.93 -0.79
H 6.56 0.99 0.76
H 6.95 -1.50 1.08
H 8.44 -0.57 0.85
H 7.85 -1.46 -0.55
C -3.53 3.69 7.41
C -3.75 4.30 5.98
O -4.36 3.34 5.16
C -4.48 3.82 3.81
C -5.34 2.78 3.04
H -2.82 2.86 7.29
H -3.12 4.43 8.10
H -4.44 3.27 7.84
H -4.30 5.24 6.09
H -2.74 4.60 5.69
H -4.97 4.79 3.73
H -3.46 3.99 3.45
H -4.86 1.81 2.99
H -5.51 3.01 1.99
H -6.34 2.59 3.44
C 2.72 1.22 1.94
C 3.57 -0.03 1.81
O 3.14 -0.93 2.77
C 3.91 -2.11 2.84
C 3.38 -3.11 3.89
H 2.83 1.87 1.06
H 1.64 1.07 2.01
H 3.03 1.81 2.80
H 3.38 -0.41 0.81
H 4.64 0.17 1.75
H 3.87 -2.57 1.85
H 4.95 -1.88 3.09
H 3.35 -2.70 4.90
H 4.01 -3.99 3.96
H 2.37 -3.44 3.62
C 3.81 -2.84 -1.03
C 4.80 -3.66 -1.84
O 4.17 -4.58 -2.69
C 4.97 -4.95 -3.84
C 4.11 -5.91 -4.68
H 3.15 -3.46 -0.44
H 4.33 -2.13 -0.40
H 3.13 -2.26 -1.65
H 5.45 -3.00 -2.42
H 5.47 -4.14 -1.14
H 5.27 -4.09 -4.44
H 5.90 -5.47 -3.57
H 3.62 -6.66 -4.05
H 4.77 -6.40 -5.40
H 3.36 -5.40 -5.28
C 0.27 3.86 8.36
C 0.23 3.24 6.93
O 0.16 4.34 5.98
C -0.36 4.03 4.67
C 0.76 3.42 3.85
H -0.34 4.76 8.32
H -0.07 3.13 9.10
H 1.32 4.01 8.62
H 1.14 2.67 6.75
H -0.66 2.62 6.92
H -1.18 3.31 4.72
H -0.75 4.97 4.27
H 1.55 4.14 3.61
H 0.39 3.12 2.87
H 1.19 2.51 4.28
C -1.39 7.83 1.32
C -0.37 6.69 1.10
C 0.83 6.82 1.99
O -0.98 5.46 1.30
H -2.15 7.85 0.55
H -0.93 8.82 1.33
H -1.84 7.77 2.31
H -0.01 6.73 0.07
H 0.51 6.88 3.03
H 1.34 7.75 1.78
H 1.53 6.00 1.80
H -1.62 5.34 0.59
C 0.64 4.19 -1.51
C 1.80 3.97 -2.47
C 1.40 3.08 -3.71
O 2.12 5.22 -3.02
H 0.58 3.32 -0.85
H -0.37 4.31 -1.90
H 0.93 5.02 -0.86
H 2.65 3.58 -1.90
H 0.46 3.34 -4.19
H 1.26 2.05 -3.39
H 2.19 3.01 -4.46
H 2.83 5.06 -3.64
C -3.77 -2.07 0.77
C -3.84 -3.20 -0.28
C -4.37 -4.46 0.32
O -4.71 -2.76 -1.23
H -3.16 -2.39 1.61
H -4.78 -1.88 1.15
H -3.46 -1.10 0.37
H -2.88 -3.43 -0.76
H -3.69 -4.89 1.06
H -4.46 -5.34 -0.32
H -5.30 -4.29 0.86
H -4.79 -3.49 -1.85
C -4.93 0.93 -1.54
C -6.02 0.48 -0.70
C -7.09 1.46 -0.34
O -6.58 -0.59 -1.42
H -4.24 1.61 -1.04
H -5.32 1.42 -2.43
H -4.23 0.14 -1.84
H -5.67 0.04 0.24
H -7.65 1.83 -1.20
H -6.57 2.25 0.21
H -7.80 1.03 0.36
H -5.93 -1.30 -1.41
C 1.21 -6.81 -2.05
C -0.28 -7.12 -1.86
C -0.99 -5.88 -1.43
O -0.83 -7.55 -3.05
H 1.66 -6.59 -1.09
H 1.40 -5.97 -2.71
H 1.71 -7.73 -2.37
H -0.32 -7.89 -1.09
H -2.07 -6.01 -1.53
H -0.71 -5.01 -2.02
H -0.76 -5.63 -0.40
H -0.34 -8.22 -3.52
*
```

| no. | largest force on an atom (eV/Å) |
| --- | --- |
| 1 | 2.90 |
| 2 | 2.44 |
| 3 | 0.44 |
| 4 | 3.41 |
| 5 | 2.86 |